{"formula": "H22NO9", "method": "wB97M-V/def2-TZVPD", "elements": ["N", "H", "H", "H", "H", "O", "H", "H", "O", "H", "H", "O", "H", "H", "O", "H", "H", "O", "H", "H", "O", "H", "H", "O", "H", "H", "O", "H", "H", "O", "H", "H"], "xyz": [[-0.129, 0.415, -0.389], [0.020, 1.384, 0.063], [0.278, 0.323, -1.317], [-1.072, 0.331, -0.963], [-0.040, -0.277, 0.222], [-0.893, 2.313, -2.661], [-0.553, 3.119, -2.707], [-1.708, 2.649, -2.561], [2.132, 0.713, 1.888], [1.504, 1.211, 2.573], [2.939, 0.352, 2.372], [-0.369, -2.774, 0.356], [-1.349, -3.016, 0.148], [0.085, -2.948, -0.467], [0.974, -2.717, -2.087], [1.732, -3.362, -1.875], [1.293, -2.008, -2.781], [-1.287, -0.430, 2.702], [-2.249, -0.188, 2.633], [-1.237, -0.644, 3.642], [-3.314, -0.382, -1.833], [-3.176, 0.578, -1.795], [-3.014, -0.647, -2.670], [1.495, -2.194, 2.177], [0.913, -2.496, 1.404], [1.185, -1.311, 2.159], [-1.198, 3.455, 0.913], [-0.547, 3.673, 1.625], [-1.328, 4.246, 0.355], [2.865, 0.429, -0.658], [3.087, -0.412, -0.842], [2.961, 0.616, 0.373]], "forces_ev_per_angstrom": [[-3.54, 5.49, -5.21], [-0.49, -1.75, -1.25], [2.32, 0.03, 0.69], [0.79, 0.48, 2.80], [0.76, -4.32, 3.15], [1.48, -6.15, 0.14], [4.24, 5.39, -0.63], [-5.74, 0.64, 0.57], [-0.78, 1.01, 2.94], [2.49, -1.70, -1.91], [-1.81, 0.73, -0.33], [-3.25, -0.35, -0.54], [2.61, 0.58, 0.80], [0.22, -0.02, -0.80], [2.16, 0.73, -1.30], [-1.39, 1.69, -0.94], [-0.54, -2.52, 2.08], [-1.59, 0.58, 0.09], [1.32, -0.27, -0.18], [0.37, -0.19, -0.06], [0.01, 1.12, 2.18], [-0.40, -0.39, -0.17], [0.52, -0.62, -2.02], [-0.63, -1.49, -1.83], [1.04, -0.28, 1.80], [-0.12, 1.76, 0.61], [0.79, 0.08, 0.31], [-0.96, 0.15, -1.03], [0.30, -0.37, 0.69], [-1.14, 5.32, 3.35], [1.44, -4.54, -0.59], [-0.48, -0.81, -3.41]], "e_above_lowest_kcal_mol": 106.7, "lumo_ev": -3.260, "e_homo_ev": -13.18, "total_charge": 1, "energy_ev": -20266.655}